#one
The following is a quantum chemistry calculation of 2 unconnected molecules or ions with the total composition C5H13NO, from the Open Molecules 2025 dataset.

Positions of all 20 atoms, in Å:
1 C 1.533 -1.877 1.539
2 C 2.100 -0.635 0.775
3 C 1.156 0.575 0.616
4 C -0.232 0.049 0.084
5 C -0.842 0.050 -2.165
6 N -0.167 -0.559 -1.216
7 H 2.216 -2.701 1.395
8 H 0.600 -2.084 1.020
9 H 1.381 -1.626 2.584
10 H 2.414 -0.999 -0.210
11 H 2.951 -0.414 1.431
12 H 1.440 1.229 -0.203
13 H 0.877 1.049 1.561
14 H -0.751 -0.503 0.868
15 H -0.875 0.962 -0.009
16 H -0.947 -0.217 -3.224
17 H -0.919 1.159 -2.183
18 H -3.716 1.388 -0.965
19 H -4.362 2.830 -0.523
20 O -3.858 2.322 -1.175

Results
HOMO energy (alpha / beta) in eV: 0.46 / -3.48
Multiplicity: 2
⟨S²⟩: 0.753
Gap between HOMO and LUMO (alpha / beta) in eV: 3.6 / 7.3
E_LUMO (alpha / beta) in eV: 4.077 / 3.839
Charge: -1

Löwdin atomic charge list, values in e, 5 entries: -0.131 -0.282 -0.205 -0.389 -0.279



#two
The following is a quantum chemistry calculation of 2 unconnected molecules or ions with the total composition C5H13NO, from the Open Molecules 2025 dataset.

Positions of all 20 atoms, in Å:
1 C 0.292 1.542 -1.861
2 N 0.797 1.215 -0.520
3 C -0.067 0.549 0.393
4 C 0.503 -0.163 1.367
5 C -0.120 -0.978 2.442
6 C -1.534 0.462 0.073
7 H -0.017 0.674 -2.435
8 H -0.453 2.319 -1.784
9 H 1.093 2.044 -2.395
10 H 1.625 0.648 -0.632
11 H 1.589 -0.211 1.283
12 H -1.086 -0.614 2.769
13 H -0.253 -2.035 2.146
14 H 0.566 -1.080 3.289
15 H -1.810 1.088 -0.769
16 H -2.146 0.800 0.905
17 H -1.855 -0.572 -0.070
18 H 0.992 -1.621 -0.670
19 H 0.572 -1.966 -2.074
20 O 1.312 -2.100 -1.456

Results
HOMO energy (alpha / beta) in eV: 1.08 / -4.42
Multiplicity: 2
⟨S²⟩: 0.750
Gap between HOMO and LUMO (alpha / beta) in eV: 2.9 / 8.2
E_LUMO (alpha / beta) in eV: 3.999 / 3.825
Charge: -1

Löwdin atomic charge list, values in e, 5 entries: -0.277 -0.071 -0.392 -0.222 -0.161



Stability summary - winner: #two; margin: 0.618 eV.



#one
The following is a quantum chemistry calculation of 2 unconnected molecules or ions with the total composition C3H7ClN3, from the Open Molecules 2025 dataset.

Positions of all 14 atoms, in Å:
1 C -0.307 1.076 0.320
2 C 1.539 0.165 -0.554
3 C -1.761 -0.854 0.470
4 N 0.524 -0.728 -0.418
5 N -0.601 -0.187 0.166
6 N 0.929 1.367 -0.133
7 Cl 3.031 -0.445 0.205
8 H -0.865 1.758 0.872
9 H 2.328 0.426 -2.274
10 H -2.481 -0.904 -0.288
11 H -1.769 -1.898 0.739
12 H -2.466 -0.382 1.246
13 H 0.516 -1.722 -0.424
14 H 1.385 2.329 0.074

Results
HOMO energy (alpha / beta) in eV: -12.66 / -12.67
Multiplicity: 1
Gap between HOMO and LUMO (alpha / beta) in eV: 8.6 / 8.6
E_LUMO (alpha / beta) in eV: -4.104 / -4.104
Charge: +1

Löwdin atomic charge list, values in e, 5 entries: 0.002 -0.785 -0.011 0.061 -0.085



#two
The following is a quantum chemistry calculation of a gas-phase ion, C3H7ClN3 (charge +1), from the Open Molecules 2025 dataset.

Positions of all 14 atoms, in Å:
1 C -0.528 1.427 -0.464
2 C -0.913 -0.451 0.706
3 C 1.272 -0.190 -0.868
4 N -1.753 1.599 -0.011
5 N 0.086 0.296 -0.106
6 N -2.105 0.467 0.676
7 Cl -3.424 -0.532 -0.331
8 H 0.015 2.214 -1.093
9 H -1.043 -1.429 0.072
10 H -0.474 -0.551 1.784
11 H 1.241 -0.051 -1.946
12 H 2.125 0.351 -0.573
13 H 1.480 -1.295 -0.670
14 H -2.696 0.674 1.747

Results
HOMO energy (alpha / beta) in eV: -14.16 / -14.16
SMILES string: CN1C=N[N@@H+](Cl)C1
Multiplicity: 1
Gap between HOMO and LUMO (alpha / beta) in eV: 8.2 / 8.2
E_LUMO (alpha / beta) in eV: -5.926 / -5.925
Charge: +1

Löwdin atomic charge list, values in e, 5 entries: -0.113 -0.132 0.003 0.016 -0.111



Stability summary - winner: #two; margin: 0.782 eV.



#one
The following is a quantum chemistry calculation of a molecular structure, C36H31BrF4IrO4PS2, from the Open Molecules 2025 dataset.

Positions of all 80 atoms, in Å:
1 Ir -0.088 -0.270 -1.087
2 F -3.158 -3.693 4.085
3 C -2.982 -2.961 3.008
4 C -4.012 -2.177 2.519
5 F -5.178 -2.169 3.131
6 C -3.815 -1.402 1.382
7 F -4.849 -0.698 0.931
8 C -2.595 -1.363 0.724
9 P -2.333 -0.403 -0.815
10 C -3.144 -1.401 -2.071
11 C -2.449 -2.425 -2.717
12 C -3.113 -3.258 -3.599
13 C -4.470 -3.078 -3.837
14 C -5.167 -2.069 -3.190
15 C -4.509 -1.231 -2.302
16 C -3.144 1.183 -0.675
17 C -3.551 1.822 -1.847
18 C -4.108 3.090 -1.779
19 C -4.260 3.717 -0.551
20 C -3.855 3.080 0.616
21 C -3.294 1.817 0.557
22 C -1.593 -2.201 1.222
23 Br 0.076 -2.341 0.307
24 C -1.761 -2.980 2.343
25 F -0.776 -3.748 2.790
26 H -1.390 -2.570 -2.552
27 H -2.573 -4.046 -4.106
28 H -4.986 -3.730 -4.529
29 H -6.224 -1.932 -3.374
30 H -5.062 -0.451 -1.793
31 H -3.450 1.329 -2.807
32 H -4.438 3.580 -2.685
33 H -4.708 4.700 -0.499
34 H -3.987 3.566 1.574
35 H -2.984 1.325 1.471
36 O 2.074 -0.691 -1.196
37 S 3.334 -0.208 -1.929
38 C 3.636 1.500 -1.419
39 C 4.007 1.739 0.034
40 C 2.880 1.388 1.005
41 C 1.780 2.435 0.961
42 S 0.194 1.927 1.635
43 O -0.370 0.813 0.737
44 C 0.686 1.184 3.168
45 C 0.959 -0.171 3.277
46 C 1.325 -0.679 4.513
47 C 1.418 0.164 5.614
48 C 1.137 1.517 5.491
49 C 0.752 2.036 4.263
50 C 4.660 -1.045 -1.103
51 C 4.455 -1.734 0.081
52 C 5.539 -2.359 0.680
53 C 6.798 -2.284 0.100
54 C 6.984 -1.594 -1.092
55 C 5.908 -0.976 -1.709
56 H 2.713 2.005 -1.712
57 H 4.414 1.842 -2.106
58 H 4.272 2.796 0.126
59 H 4.906 1.178 0.294
60 H 3.270 1.298 2.019
61 H 2.466 0.413 0.743
62 H 1.524 2.749 -0.054
63 H 2.041 3.335 1.523
64 H 0.884 -0.812 2.410
65 H 1.541 -1.734 4.622
66 H 1.703 -0.239 6.577
67 H 1.197 2.167 6.353
68 H 0.503 3.086 4.168
69 H 3.468 -1.785 0.520
70 H 5.401 -2.909 1.601
71 H 7.638 -2.774 0.571
72 H 7.963 -1.551 -1.549
73 H 6.043 -0.461 -2.653
74 C -0.343 2.113 -4.296
75 C -0.302 1.180 -3.149
76 O 0.340 1.452 -2.069
77 O -0.868 0.054 -3.150
78 H -0.513 3.130 -3.947
79 H -1.114 1.807 -4.998
80 H 0.625 2.084 -4.800

Results
HOMO energy in eV: -14.22
Multiplicity: 1
Gap between HOMO and LUMO in eV: 7.7
E_LUMO in eV: -6.498
Charge: +2

Löwdin atomic charge list, values in e, 5 entries: 1.075 0.184 -0.116 -0.116 0.178



#two
The following is a quantum chemistry calculation of a molecular structure, C36H31BrF4IrO4PS2, from the Open Molecules 2025 dataset.

Positions of all 80 atoms, in Å:
1 Ir 0.552 0.502 -0.602
2 F 6.158 0.106 3.421
3 C 4.907 0.205 3.034
4 C 3.924 0.579 3.938
5 F 4.241 0.833 5.190
6 C 2.605 0.675 3.516
7 F 1.683 0.992 4.420
8 C 2.239 0.437 2.199
9 P 0.503 0.451 1.656
10 C -0.164 -1.004 2.486
11 C -0.890 -0.902 3.671
12 C -1.292 -2.054 4.332
13 C -0.961 -3.302 3.824
14 C -0.215 -3.406 2.656
15 C 0.186 -2.261 1.987
16 C -0.291 1.922 2.314
17 C 0.433 3.050 2.693
18 C -0.237 4.181 3.135
19 C -1.625 4.191 3.187
20 C -2.349 3.077 2.780
21 C -1.686 1.945 2.337
22 C 3.243 0.036 1.329
23 Br 2.828 -0.505 -0.449
24 C 4.558 -0.083 1.721
25 F 5.490 -0.480 0.865
26 H -1.133 0.067 4.087
27 H -1.851 -1.974 5.254
28 H -1.271 -4.197 4.347
29 H 0.060 -4.379 2.271
30 H 0.772 -2.347 1.081
31 H 1.515 3.055 2.648
32 H 0.326 5.050 3.446
33 H -2.143 5.071 3.544
34 H -3.431 3.089 2.812
35 H -2.252 1.078 2.017
36 O 0.549 0.848 -2.720
37 S 1.187 0.652 -4.094
38 C -0.118 -0.117 -5.088
39 C -0.845 -1.300 -4.464
40 C -1.893 -0.904 -3.416
41 C -2.288 -2.091 -2.532
42 S -1.603 -2.077 -0.852
43 O -0.213 -1.398 -0.990
44 C -2.775 -1.054 -0.002
45 C -3.379 0.077 -0.549
46 C -4.393 0.701 0.156
47 C -4.807 0.197 1.386
48 C -4.199 -0.926 1.926
49 C -3.180 -1.561 1.231
50 C 2.394 -0.644 -4.021
51 C 2.252 -1.789 -3.242
52 C 3.249 -2.751 -3.278
53 C 4.366 -2.572 -4.086
54 C 4.501 -1.424 -4.853
55 C 3.516 -0.447 -4.817
56 H 0.393 -0.390 -6.014
57 H -0.798 0.707 -5.318
58 H -0.122 -1.995 -4.039
59 H -1.335 -1.847 -5.272
60 H -2.786 -0.530 -3.920
61 H -1.507 -0.088 -2.810
62 H -1.938 -3.035 -2.954
63 H -3.363 -2.187 -2.379
64 H -3.074 0.469 -1.506
65 H -4.876 1.575 -0.262
66 H -5.616 0.679 1.918
67 H -4.527 -1.322 2.878
68 H -2.712 -2.451 1.633
69 H 1.387 -1.918 -2.603
70 H 3.154 -3.646 -2.677
71 H 5.137 -3.330 -4.113
72 H 5.376 -1.282 -5.472
73 H 3.622 0.460 -5.399
74 C -0.657 4.218 -0.679
75 C -0.196 2.817 -0.640
76 O 1.024 2.483 -0.473
77 O -1.000 1.822 -0.735
78 H 0.182 4.886 -0.854
79 H -1.106 4.448 0.291
80 H -1.419 4.339 -1.446

Results
HOMO energy in eV: -14.53
Multiplicity: 1
Gap between HOMO and LUMO in eV: 9.0
E_LUMO in eV: -5.527
Charge: +2

Löwdin atomic charge list, values in e, 5 entries: 1.073 0.187 -0.114 -0.116 0.179



Stability summary - winner: #two; margin: 1.489 eV.



#one
The following is a quantum chemistry calculation of a molecular structure, C5H5NOS, from the Open Molecules 2025 dataset.

Positions of all 13 atoms, in Å:
1 C 1.211 0.185 -0.806
2 C 2.348 0.387 -0.122
3 C 0.812 0.126 1.405
4 C 0.218 0.030 0.202
5 C -1.756 -0.212 0.229
6 N -2.301 -0.328 -1.022
7 O 2.171 0.337 1.221
8 S -2.607 -0.033 1.548
9 H 1.000 0.087 -1.804
10 H 3.315 0.452 -0.553
11 H 0.687 0.148 2.561
12 H -1.867 -0.578 -1.881
13 H -3.231 -0.598 -0.977

Results
HOMO energy in eV: -8.71
Multiplicity: 1
Gap between HOMO and LUMO in eV: 9.4
E_LUMO in eV: 0.654

Löwdin atomic charge list, values in e, 5 entries: -0.061 -0.140 -0.121 -0.095 -0.781



#two
The following is a quantum chemistry calculation of a molecular structure, C5H5NOS, from the Open Molecules 2025 dataset.

Positions of all 13 atoms, in Å:
1 C 0.252 -0.300 0.696
2 C 1.097 -0.594 -1.389
3 C -0.059 0.132 -1.536
4 C -1.075 0.985 -2.105
5 C -0.578 0.312 -0.265
6 H 0.065 -1.725 2.532
7 H 1.817 -1.648 0.427
8 H 1.811 -1.064 -2.076
9 H -0.730 1.827 -2.695
10 H -1.864 0.520 -2.619
11 N 1.281 -0.886 -0.048
12 O -1.589 1.266 -0.695
13 S 0.301 -0.316 2.370

Results
HOMO energy in eV: -8.10
Multiplicity: 1
Gap between HOMO and LUMO in eV: 8.7
E_LUMO in eV: 0.638

Löwdin atomic charge list, values in e, 5 entries: -0.716 -0.055 -0.179 -0.056 -0.190



#three
The following is a quantum chemistry calculation of C5H5NOS in the gas phase, from the Open Molecules 2025 dataset.

Positions of all 13 atoms, in Å:
1 C 1.198 0.194 1.093
2 C 0.109 -0.011 0.158
3 C -0.066 -0.251 -1.117
4 C -1.365 -0.350 -1.566
5 C -2.291 -0.261 -0.601
6 H 3.512 0.554 -0.750
7 H 1.066 0.052 1.939
8 H 0.873 -0.128 -1.697
9 H -1.779 -0.497 -2.535
10 H -3.333 -0.545 -0.566
11 N 2.440 0.353 0.718
12 O 2.678 0.385 -0.570
13 S -1.522 -0.057 0.959

Results
HOMO energy in eV: -8.65
SMILES string: O/N=C\c1cccs1
Multiplicity: 1
Gap between HOMO and LUMO in eV: 9.2
E_LUMO in eV: 0.550

Löwdin atomic charge list, values in e, 5 entries: -0.115 -0.439 -0.168 -0.201 -0.396



Stability summary - winner: #one; margin: 0.367 eV.